1.
Entry from the Open Molecules 2025 dataset: C28H24FN7O3SeV as an isolated structure in a non-equilibrium geometry (the ωB97M-V functional and the def2-TZVPD basis).

Cartesian coordinates (Å):
V -1.877 0.910 -2.398
Se -7.976 5.247 -3.344
N -6.514 5.411 -2.359
C -5.777 4.351 -2.582
C -4.460 4.155 -2.002
C -3.799 5.100 -1.204
C -2.508 4.849 -0.772
C -1.885 3.667 -1.133
N -2.516 2.745 -1.880
C -3.781 2.984 -2.319
C -4.388 1.951 -3.143
N -3.661 0.812 -3.323
C -4.131 -0.155 -4.127
C -5.348 -0.022 -4.779
C -6.100 1.124 -4.596
C -5.616 2.145 -3.762
C -6.333 3.375 -3.475
N -7.514 3.655 -3.964
H -4.308 6.022 -0.950
H -1.972 5.568 -0.168
H -0.870 3.443 -0.830
H -3.518 -1.039 -4.249
H -5.691 -0.820 -5.422
H -7.056 1.253 -5.088
C 4.729 -2.389 -1.263
C 3.448 -3.184 -1.104
N 2.252 -2.283 -1.002
C 1.544 -2.086 -2.101
C 0.448 -1.234 -2.139
C -0.272 -1.097 -3.419
O -0.475 -1.842 -4.290
O -0.792 0.310 -3.576
C 0.047 -0.599 -0.959
O -1.048 0.174 -0.965
C 0.777 -0.803 0.223
C 0.408 -0.219 1.457
C 1.126 -0.484 2.572
F 0.804 0.143 3.701
C 2.259 -1.366 2.589
C 2.641 -1.904 1.360
C 1.917 -1.657 0.192
N 2.934 -1.621 3.748
C 4.294 -2.148 3.750
C 5.109 -1.490 4.859
N 4.436 -1.670 6.191
C 3.016 -1.166 6.167
C 2.273 -1.854 5.038
H 5.570 -3.078 -1.326
H 4.903 -1.716 -0.424
H 4.715 -1.800 -2.180
H 3.442 -3.829 -0.228
H 3.261 -3.830 -1.959
H 1.859 -2.620 -2.990
H -0.432 0.458 1.526
H 3.481 -2.578 1.326
H 4.797 -1.920 2.814
H 4.289 -3.238 3.875
H 5.195 -0.416 4.699
H 6.104 -1.926 4.922
H 4.969 -1.176 6.914
H 4.449 -2.658 6.462
H 3.064 -0.088 6.027
H 2.564 -1.389 7.132
H 1.242 -1.522 5.032
H 2.254 -2.937 5.218

Values from the calculation:
- <S²>: 0.762
- Energy: -139714.150 eV
- Energy relative to the best compared isomer or geometry (same formula, charge and spin): 10.3 kcal/mol
- Multiplicity: 2
- LUMO energy (alpha / beta): -13.33 / -12.79 eV
- Net charge: +4
- Frontier orbital gap (alpha / beta): 4.7 / 5.3 eV

2.
Entry from the Open Molecules 2025 dataset: a 2-piece molecular cluster, C3H5ClN2O3 overall in a non-equilibrium geometry (the ωB97M-V functional and the def2-TZVPD basis).

Cartesian coordinates (Å):
C 1.339 -0.694 0.607
N 1.145 -0.125 -0.748
O 1.469 -0.888 -1.616
O 0.702 0.993 -0.902
H 1.500 -1.869 0.526
H 2.227 -0.301 1.249
H 0.481 -0.370 1.137
O -1.023 -2.530 0.606
N -1.560 -1.650 0.035
C -1.825 -0.755 -0.649
C -2.319 0.537 -1.082
Cl -3.811 0.851 -0.055
H -1.618 1.274 -0.968
H -2.392 0.485 -2.217

Values from the calculation:
- Structure (SMILES): C[N+](=O)[O-].[O-][N+]#CCCl
- Energy: -24830.570 eV
- Energy relative to the best compared isomer or geometry (same formula, charge and spin): 114.6 kcal/mol
- Multiplicity: 1
- LUMO energy: 0.00 eV
- Net charge: 0
- Frontier orbital gap: 10.0 eV

3.
Entry from the Open Molecules 2025 dataset: C17H26O3 in the gas phase in a non-equilibrium geometry (the ωB97M-V functional and the def2-TZVPD basis).

Cartesian coordinates (Å):
C -1.731 -5.769 2.119
C -0.999 -4.960 2.922
C 0.240 -4.303 2.306
C 0.111 -2.743 2.263
C 0.079 -2.193 3.675
C 0.416 -0.695 3.773
C -0.792 0.181 3.341
C -0.300 1.314 2.418
C 0.182 0.703 1.118
C 0.366 1.617 -0.016
C 0.670 0.919 -1.423
C 1.149 1.879 -2.445
C 0.657 2.211 -3.743
C -0.371 1.484 -4.618
O -1.053 0.541 -4.331
O -0.585 2.119 -5.843
C 0.098 3.258 -5.646
C -0.284 4.318 -6.430
C 0.995 3.322 -4.514
O 0.825 4.599 -3.788
H -1.652 -5.617 1.065
H -2.615 -6.307 2.487
H -1.318 -4.933 3.962
H 0.517 -4.777 1.320
H 1.042 -4.398 2.991
H -0.778 -2.476 1.755
H 1.021 -2.464 1.734
H 0.893 -2.677 4.211
H -0.910 -2.450 4.118
H 1.337 -0.538 3.329
H 0.540 -0.301 4.776
H -1.584 -0.432 2.832
H -1.289 0.420 4.325
H -1.165 1.929 2.243
H 0.621 1.816 2.834
H 1.235 0.344 1.329
H -0.537 -0.125 0.822
H -0.515 2.313 -0.059
H 1.317 2.160 0.217
H -0.194 0.534 -1.936
H 1.411 0.198 -1.324
H 2.037 2.390 -2.282
H 0.081 5.398 -6.339
H -1.207 4.163 -6.982
H 2.105 3.138 -4.866
H -0.067 4.892 -3.701

Values from the calculation:
- Structure (SMILES): C=CCCCCCCCCC/C=C1\C(=O)OC(=C)[C@H]1O
- Energy: -24188.485 eV
- Energy relative to the best compared isomer or geometry (same formula, charge and spin): 76.5 kcal/mol
- Multiplicity: 1
- LUMO energy: -0.24 eV
- Net charge: 0
- Frontier orbital gap: 8.9 eV

4.
Entry from the Open Molecules 2025 dataset: C9H8Br9NO2 as an isolated structure in a non-equilibrium geometry (the ωB97M-V functional and the def2-TZVPD basis).

Cartesian coordinates (Å):
C -5.544 -2.546 1.548
Br -4.324 -2.878 0.097
Br -4.750 -1.430 2.889
Br -6.189 -4.182 2.312
H -6.381 -2.025 1.117
C 3.570 2.514 0.915
Br 2.220 2.988 -0.356
Br 3.013 2.963 2.703
Br 5.220 3.370 0.481
H 3.715 1.447 0.897
C 2.927 -0.312 -4.523
Br 3.978 -1.870 -4.831
Br 2.179 0.323 -6.159
Br 3.923 1.067 -3.655
H 2.110 -0.579 -3.884
C -1.918 0.866 1.573
C -0.658 1.022 2.131
C 0.441 0.440 1.497
C 0.259 -0.268 0.370
C -0.975 -0.425 -0.218
C -2.087 0.111 0.425
N 1.430 -0.845 -0.259
O 2.506 -0.672 0.265
O 1.254 -1.544 -1.224
H -2.770 1.327 2.063
H -0.452 1.718 2.933
H 1.435 0.556 1.906
H -1.037 -1.041 -1.105
H -3.095 -0.095 0.094

Values from the calculation:
- Energy: -645426.413 eV
- Energy relative to the best compared isomer or geometry (same formula, charge and spin): 0.0 kcal/mol
- Multiplicity: 1
- LUMO energy: -0.63 eV
- Net charge: 0
- Frontier orbital gap: 9.4 eV

5.
Entry from the Open Molecules 2025 dataset: C30H31N7O3SW as an isolated structure in a non-equilibrium geometry (the ωB97M-V functional and the def2-TZVPD basis).

Cartesian coordinates (Å):
W 0.199 -1.629 0.647
C 2.405 -5.593 1.228
C 1.787 -4.299 0.829
N 0.722 -3.719 1.304
N 0.047 -4.370 2.275
C -1.224 -4.005 2.289
N -2.155 -4.550 3.012
S -1.758 -2.741 1.160
C 2.537 -3.404 -0.066
C 3.575 -3.879 -0.840
C 4.131 -3.014 -1.812
C 3.727 -1.691 -1.811
C 2.626 -1.306 -1.057
N 2.056 -2.161 -0.233
H 1.815 -5.937 2.110
H 3.456 -5.408 1.512
H 2.425 -6.455 0.564
H -2.003 -5.258 3.710
H -3.075 -4.295 2.807
H 3.903 -4.892 -0.794
H 4.959 -3.343 -2.470
H 4.181 -0.896 -2.440
H 2.265 -0.260 -1.104
C -2.623 5.767 -1.611
O -2.091 4.511 -1.277
C -2.522 3.369 -1.863
C -3.090 3.320 -3.134
C -3.604 2.076 -3.610
C -3.760 1.022 -2.791
C -3.261 1.098 -1.486
C -2.508 2.144 -1.062
N -1.702 2.148 0.135
C -0.928 1.175 0.631
N -0.632 1.295 1.915
C 0.331 0.610 2.683
C 0.895 -0.599 2.264
C 1.762 -1.256 3.116
C 2.103 -0.661 4.292
C 1.506 0.544 4.728
C 0.542 1.140 3.933
O -0.031 2.310 4.316
C 0.392 2.834 5.571
N -0.433 0.194 -0.083
C -0.431 0.112 -1.524
C -1.138 -0.928 -2.093
C -1.191 -1.114 -3.487
C -0.439 -0.249 -4.305
C 0.392 0.709 -3.705
C 0.335 0.983 -2.375
O 0.968 1.991 -1.734
C 1.204 3.271 -2.384
H -3.707 5.640 -1.792
H -2.102 6.190 -2.433
H -2.525 6.393 -0.713
H -3.220 4.238 -3.657
H -3.974 2.101 -4.593
H -4.298 0.123 -3.103
H -3.331 0.252 -0.797
H -1.505 3.199 0.506
H -0.978 2.096 2.321
H 2.240 -2.243 2.835
H 2.852 -1.037 4.952
H 1.854 0.902 5.698
H -0.055 3.795 5.719
H 1.456 2.956 5.599
H 0.036 2.189 6.382
H -1.794 -1.516 -1.447
H -1.773 -1.907 -3.939
H -0.484 -0.257 -5.373
H 0.903 1.372 -4.391
H 1.540 3.986 -1.607
H 0.275 3.524 -2.853
H 1.942 3.291 -3.194

Values from the calculation:
- <S²>: 2.020
- Energy: -60832.023 eV
- Multiplicity: 3
- LUMO energy (alpha / beta): -6.49 / -6.77 eV
- Net charge: +2
- Frontier orbital gap (alpha / beta): 6.4 / 6.2 eV

6.
Entry from the Open Molecules 2025 dataset: C28H17AuBrN4OS as an isolated structure (the ωB97M-V functional and the def2-TZVPD basis).

Cartesian coordinates (Å):
Au -1.612 -1.417 -0.966
S 0.557 -5.454 -1.240
C 1.844 -4.287 -1.211
C 3.222 -4.501 -1.194
C 4.045 -3.393 -1.177
C 3.513 -2.095 -1.179
C 2.152 -1.885 -1.195
C 1.316 -2.999 -1.211
N -0.074 -2.982 -1.248
C -0.591 -4.180 -1.261
C -2.047 -4.315 -1.276
C -2.728 -5.522 -1.356
C -4.114 -5.520 -1.364
C -4.805 -4.319 -1.291
C -4.125 -3.105 -1.206
C -2.744 -3.108 -1.199
H 3.635 -5.500 -1.197
H 5.117 -3.528 -1.164
H 4.185 -1.248 -1.172
H 1.731 -0.887 -1.203
H -2.187 -6.460 -1.416
H -4.656 -6.454 -1.429
H -5.888 -4.321 -1.302
H -4.684 -2.179 -1.153
Br 5.178 4.440 -0.644
C 3.563 4.613 0.298
C 3.177 3.606 1.177
C 1.981 3.721 1.861
C 1.178 4.846 1.662
C 1.600 5.872 0.819
C 2.787 5.750 0.120
N -0.050 5.068 2.323
N -0.640 4.108 2.895
C -0.966 2.918 2.460
C -1.349 1.968 3.480
C -1.520 0.667 3.211
C -1.384 0.149 1.854
O -1.450 -1.040 1.604
C -1.192 1.166 0.749
N -1.242 0.720 -0.524
C -1.142 1.595 -1.521
C -1.020 2.962 -1.302
C -0.955 3.423 -0.012
C -1.012 2.512 1.050
H 3.817 2.749 1.330
H 1.690 2.952 2.565
H 0.983 6.756 0.720
H 3.115 6.533 -0.548
H -1.427 2.350 4.490
H -1.749 -0.056 3.981
H -1.176 1.191 -2.524
H -0.979 3.637 -2.145
H -0.877 4.484 0.179

Values from the calculation:
- <S²>: 2.043
- Energy: -121881.582 eV
- Multiplicity: 3
- LUMO energy (alpha / beta): -4.06 / -4.79 eV
- Net charge: +1
- Frontier orbital gap (alpha / beta): 6.5 / 6.5 eV

7.
Entry from the Open Molecules 2025 dataset: H2NO3PS3 as an isolated structure in a non-equilibrium geometry (the ωB97M-V functional and the def2-TZVPD basis).

Cartesian coordinates (Å):
N -2.499 -1.176 -0.011
O -4.925 -0.524 -0.214
O -3.274 1.239 0.382
O -0.498 -0.378 -1.333
P -0.930 -0.811 0.149
S 0.190 -2.781 0.678
S -0.693 0.907 1.322
S -3.580 -0.052 -0.165
H 0.364 -0.686 -1.620
H 0.572 0.611 1.627

Values from the calculation:
- Energy: -49457.802 eV
- Energy relative to the best compared isomer or geometry (same formula, charge and spin): 24.8 kcal/mol
- Multiplicity: 1
- LUMO energy: -3.05 eV
- Net charge: 0
- Frontier orbital gap: 5.6 eV

8.
Entry from the Open Molecules 2025 dataset: a 2-piece molecular cluster, C2H7ClNP overall in a non-equilibrium geometry (the ωB97M-V functional and the def2-TZVPD basis).

Cartesian coordinates (Å):
C 0.601 -0.629 -1.670
C -0.867 0.439 0.441
N -0.138 -1.112 -0.566
P 0.337 0.613 1.804
Cl 0.749 -1.933 0.633
H 0.686 -1.558 -2.244
H -0.148 0.185 -2.158
H 1.644 -0.079 -1.353
H -0.997 1.261 -0.273
H -1.776 -0.020 0.656
H -0.542 0.762 2.952
H 0.451 2.070 1.779

Values from the calculation:
- Energy: -25484.463 eV
- Energy relative to the best compared isomer or geometry (same formula, charge and spin): 88.7 kcal/mol
- Multiplicity: 1
- LUMO energy: 0.83 eV
- Net charge: 0
- Frontier orbital gap: 9.6 eV

9.
Entry from the Open Molecules 2025 dataset: C48H32F9N7PS4SbSeSn as an isolated structure in a non-equilibrium geometry (the ωB97M-V functional and the def2-TZVPD basis).

Cartesian coordinates (Å):
Sn 0.911 0.122 0.243
N 3.448 -9.996 -1.555
C 3.051 -8.937 -1.335
C 2.594 -7.637 -1.066
C 1.315 -7.230 -1.465
C 0.890 -5.940 -1.222
C 1.729 -5.017 -0.595
C 2.995 -5.443 -0.175
C 3.427 -6.729 -0.399
C 1.381 -3.598 -0.396
C 0.300 -3.281 0.420
C -0.539 -4.203 1.108
C -1.438 -3.455 1.826
C -1.116 -2.110 1.566
N -0.098 -2.006 0.730
C 2.278 -2.707 -0.996
C 3.237 -3.081 -1.974
C 3.989 -1.964 -2.239
C 3.474 -0.956 -1.419
N 2.443 -1.379 -0.701
H 0.672 -7.931 -1.980
H -0.091 -5.623 -1.548
H 3.636 -4.737 0.332
H 4.411 -7.045 -0.080
H -0.462 -5.274 1.071
H -2.222 -3.806 2.474
H -1.569 -1.228 1.989
H 3.327 -4.049 -2.432
H 4.813 -1.871 -2.922
H 3.842 0.044 -1.301
S 1.358 4.028 1.662
Sb 1.174 2.266 3.593
S 1.828 0.101 2.510
S 0.248 3.173 0.234
S -1.075 2.063 3.913
Se -0.325 3.101 -2.326
N -0.270 1.355 -2.267
C 0.261 0.898 -3.419
C 0.453 -0.446 -3.745
C 0.992 -0.761 -4.969
C 1.341 0.232 -5.890
C 1.171 1.564 -5.592
C 0.620 1.918 -4.356
N 0.339 3.175 -3.958
H 0.164 -1.212 -3.044
H 1.134 -1.798 -5.228
H 1.740 -0.061 -6.852
H 1.418 2.343 -6.299
F -9.255 0.640 1.760
C -8.642 -0.565 1.688
F -8.767 -1.108 2.910
F -9.429 -1.308 0.878
C -7.228 -0.464 1.204
C -7.000 -0.195 -0.143
C -5.707 -0.043 -0.602
C -4.626 -0.144 0.271
C -4.867 -0.424 1.614
C -6.158 -0.587 2.083
P -2.880 0.188 -0.246
C -2.937 -0.522 -1.933
C -2.706 0.155 -3.125
C -2.558 -0.535 -4.314
C -2.640 -1.919 -4.325
C -2.856 -2.617 -3.140
C -2.996 -1.919 -1.958
C -2.520 -2.672 -5.610
F -1.741 -3.765 -5.533
F -2.048 -1.944 -6.631
F -3.727 -3.134 -6.039
C -3.063 2.011 -0.335
C -2.588 2.631 0.818
C -2.535 4.010 0.926
C -2.954 4.786 -0.144
C -3.479 4.180 -1.287
C -3.554 2.803 -1.375
C -2.816 6.273 -0.131
F -2.579 6.801 1.076
F -3.940 6.901 -0.578
F -1.835 6.721 -0.939
H -7.840 -0.107 -0.818
H -5.536 0.163 -1.649
H -4.036 -0.507 2.297
H -6.339 -0.809 3.124
H -2.589 1.226 -3.134
H -2.353 0.000 -5.231
H -2.892 -3.697 -3.152
H -3.122 -2.458 -1.027
H -2.214 2.036 1.643
H -2.128 4.454 1.821
H -3.832 4.799 -2.100
H -4.007 2.357 -2.249
N 5.902 4.745 -0.982
C 4.918 3.808 -0.719
C 4.842 3.159 0.512
C 3.876 2.189 0.696
N 3.012 1.840 -0.244
C 3.082 2.446 -1.419
C 4.011 3.421 -1.709
H 6.256 5.236 -0.176
H 5.726 5.335 -1.780
H 5.522 3.420 1.311
H 3.792 1.644 1.630
H 2.369 2.127 -2.168
H 4.036 3.885 -2.685

Values from the calculation:
- Energy: -215533.933 eV
- Multiplicity: 1
- LUMO energy: 3.02 eV
- Net charge: -2
- Frontier orbital gap: 4.2 eV

no.,molar mass (g/mol)
1,655.45
2,152.54
3,278.39
4,881.30
5,753.53
6,734.41
7,191.20
8,111.51
9,1356.49